# 1
This record from the OMol25 dataset describes one molecule with the formula C4H6N2O. The level of theory is ωB97M-V with the def2-TZVPD basis set.

The LUMO energy is 0.64 eV. Its multiplicity is 1. The calculation puts the electronic energy at -9269.0477 eV. The value obtained for the energy above the lowest of the compared OMol25 structures with the same formula, charge and spin is 102.72 kcal/mol. The calculation puts the orbital gap at 0.3161 Ha.

Last column: natural (NBO) charge in e.
Positions of all 13 atoms, in Å:
N: 1.61121 0.64545 -0.83612  -0.86
C: 0.36130 0.08825 -0.43054  0.02
C: 0.05308 0.05471 0.87390  0.39
O: 0.77208 0.47350 1.93503  -0.66
N: -1.24488 -0.50483 1.01542  -0.66
C: -1.76100 -1.02209 -0.45783  -0.15
C: -0.74735 -0.47837 -1.18764  -0.44
H: 1.47679 1.38809 -1.51482  0.37
H: 2.19812 -0.05655 -1.27821  0.38
H: 1.57818 0.84606 1.52794  0.51
H: -1.45978 -1.05772 1.84193  0.43
H: -2.05418 0.10896 0.78161  0.45
H: -0.78357 -0.48548 -2.27066  0.22

Atoms 1-2, force components in eV/Å:
-0.04 -0.02 -0.23
-0.13 0.01 0.31

***

# 2
This record from the OMol25 dataset describes C23H22BrCoN5O as an isolated structure. The level of theory is ωB97M-V with the def2-TZVPD basis set.

The LUMO energy (spin up / spin down) is -10.48 / -10.48 eV. Its multiplicity is 1. The calculation puts the electronic energy at -141351.7133 eV. The net charge is +3. The value obtained for the energy above the lowest of the compared OMol25 structures with the same formula, charge and spin is 0.00 kcal/mol. The calculation puts the orbital gap (spin up / spin down) at 0.3027 / 0.3026 Ha.

Last column: natural (NBO) charge in e.
Positions of all 53 atoms, in Å:
Co: 0.12065 -0.26078 -0.00285  1.08
C: 2.70531 0.91007 0.07411  -0.27
N: 2.06297 -0.44376 0.00949  -0.36
C: 2.47936 -1.20161 -1.21518  -0.27
C: 1.41162 -1.12376 -2.27475  0.21
C: 1.62345 -1.59329 -3.55682  -0.21
C: 0.61043 -1.46229 -4.49451  -0.07
C: -0.58324 -0.85467 -4.12270  -0.21
C: -0.73402 -0.42628 -2.82240  0.07
N: 0.24264 -0.56705 -1.91158  -0.47
C: 2.36822 -1.18340 1.27673  -0.26
C: 1.50202 -0.60595 2.35797  0.19
C: 1.83818 -0.58788 3.69490  -0.21
C: 0.92808 -0.06368 4.60537  -0.08
C: -0.28093 0.43801 4.14550  -0.21
C: -0.55002 0.39591 2.79194  0.07
N: 0.32142 -0.12398 1.91802  -0.47
C: 1.69545 1.99779 -0.10026  0.22
C: 2.06722 3.32790 -0.17220  -0.21
C: 1.09242 4.29560 -0.33925  -0.07
C: -0.23404 3.89527 -0.44034  -0.21
C: -0.53192 2.55416 -0.36029  0.06
N: 0.41212 1.61600 -0.18365  -0.40
H: 3.21398 1.02523 1.03218  0.26
H: 3.46808 0.99114 -0.69970  0.26
H: 3.40069 -0.77426 -1.61143  0.26
H: 2.70441 -2.23560 -0.95138  0.26
H: 2.57147 -2.04506 -3.81894  0.26
H: 0.75262 -1.82143 -5.50532  0.27
H: -1.38913 -0.71787 -4.82962  0.27
H: -1.65001 0.04062 -2.48772  0.22
H: 2.14141 -2.23931 1.13359  0.24
H: 3.43080 -1.10941 1.51377  0.26
H: 2.79342 -0.97730 4.02165  0.27
H: 1.16556 -0.04120 5.66092  0.27
H: -1.00851 0.86057 4.82388  0.27
H: -1.47630 0.78082 2.38772  0.22
H: 3.11402 3.59433 -0.10171  0.26
H: 1.36057 5.34217 -0.39904  0.27
H: -1.03154 4.61025 -0.58498  0.27
H: -1.54714 2.21727 -0.45229  0.20
O: -5.54678 -2.45015 0.30312  -0.58
C: -4.41226 -1.79961 0.22243  0.44
C: -4.28348 -0.41186 0.06178  -0.29
C: -3.03217 0.14597 -0.00348  0.08
N: -1.88601 -0.56581 0.07916  -0.56
C: -2.05566 -1.88628 0.21870  0.17
Br: -0.40544 -2.82093 0.28179  0.25
C: -3.23491 -2.56248 0.29811  -0.30
H: -6.33349 -1.88683 0.24629  0.52
H: -5.15349 0.22766 -0.00939  0.27
H: -2.95871 1.21398 -0.11930  0.22
H: -3.27938 -3.63697 0.41196  0.29

Atoms 1-2, force components in eV/Å:
-0.04 -0.28 0.04
-0.05 0.06 -0.06

***

# 3
This record from the OMol25 dataset describes C15H32FeN2O4P2 as an isolated structure. The level of theory is ωB97M-V with the def2-TZVPD basis set.

The LUMO energy (spin up / spin down) is -3.46 / -6.47 eV. Its multiplicity is 6. The calculation puts the electronic energy at -80198.3548 eV. The expectation value of S² is 8.789. The net charge is +1. The value obtained for the energy above the lowest of the compared OMol25 structures with the same formula, charge and spin is 0.00 kcal/mol. The calculation puts the orbital gap (spin up / spin down) at 0.2359 / 0.2031 Ha.

Last column: natural (NBO) charge in e.
Positions of all 56 atoms, in Å:
Fe: 0.06479 0.05526 -0.12698  0.98
H: -1.42374 -0.34393 0.70546  0.07
H: -1.38900 0.49909 0.68040  0.06
P: -0.00314 -2.05806 -0.52616  0.84
P: -0.03093 2.08516 -0.84691  0.92
C: 1.35032 3.04549 -0.11771  -0.98
H: 1.30697 4.08456 -0.46542  0.25
H: 1.21112 3.03094 0.97483  0.29
H: 2.31671 2.59408 -0.37577  0.24
C: 0.01392 2.66346 -2.57417  -0.93
H: -0.84006 2.23643 -3.11438  0.26
H: -0.02966 3.75925 -2.61406  0.26
H: 0.94473 2.30986 -3.03616  0.25
C: -1.43082 2.98656 -0.09122  -0.95
H: -1.26991 2.97994 0.99800  0.30
H: -1.43575 4.02321 -0.44646  0.27
H: -2.37979 2.49457 -0.33532  0.24
C: 0.20836 -2.63319 -2.25379  -0.93
H: 0.13518 -3.72510 -2.33183  0.26
H: -0.56612 -2.16937 -2.87652  0.26
H: 1.19053 -2.30701 -2.61782  0.25
C: 1.26149 -3.01932 0.38782  -0.94
H: 1.10666 -2.83513 1.46026  0.28
H: 1.16775 -4.08993 0.15906  0.26
H: 2.25625 -2.66218 0.09800  0.25
C: -1.52920 -2.90868 0.03241  -0.93
H: -2.39339 -2.46971 -0.47683  0.25
H: -1.47777 -3.98330 -0.19068  0.27
H: -1.62526 -2.75189 1.11371  0.27
C: 1.48525 0.14721 1.06148  0.42
O: 2.57209 0.12561 1.48528  -0.41
H: -0.68471 0.42016 -1.47832  -0.29
C: -2.54950 2.68016 4.87805  -0.61
C: -1.19025 3.22520 5.26284  -0.39
C: 0.00679 2.31561 4.89398  -0.22
C: 1.35321 2.98259 5.28976  -0.38
C: 1.58558 4.39209 4.78293  -0.61
C: -0.10872 0.98604 5.65851  0.70
O: -0.21378 0.91607 6.88020  -0.57
N: -0.08880 -0.16849 4.91642  -0.66
C: -0.08043 -0.32302 3.51357  0.79
O: -0.13188 -1.46465 3.05881  -0.67
N: -0.02861 0.82242 2.79261  -0.66
C: -0.00282 2.02754 3.34855  0.70
O: 0.00886 3.06238 2.63578  -0.68
H: -2.64550 2.63336 3.78746  0.20
H: -3.31919 3.35398 5.27560  0.23
H: -2.70828 1.68902 5.31377  0.21
H: -0.99905 4.18884 4.78336  0.23
H: -1.16382 3.40147 6.34727  0.24
H: 1.42101 2.98801 6.38807  0.24
H: 2.15630 2.32436 4.92160  0.20
H: 0.82456 5.09394 5.13179  0.21
H: 2.55221 4.73205 5.15918  0.22
H: 1.60489 4.41815 3.69216  0.22
H: -0.13994 -1.04425 5.42576  0.43

Atoms 1-2, force components in eV/Å:
-1.62 -0.10 1.68
-0.74 1.72 0.26

***

# 4
This record from the OMol25 dataset describes C12H17BEuN6O2 as an isolated structure. The level of theory is ωB97M-V with the def2-TZVPD basis set.

The LUMO energy (spin up / spin down) is -0.71 / -1.62 eV. Its multiplicity is 8. The calculation puts the electronic energy at -45758.6312 eV. The expectation value of S² is 15.809. The value obtained for the energy above the lowest of the compared OMol25 structures with the same formula, charge and spin is 75.24 kcal/mol. The calculation puts the orbital gap (spin up / spin down) at 0.2526 / 0.2122 Ha.

Last column: Mulliken charge in e.
Positions of all 39 atoms, in Å:
H: 3.27801 0.18992 -0.76756  0.43
N: 1.17567 0.34437 -1.01067  0.11
B: -1.16953 0.64613 -2.01432  0.17
N: 0.38188 0.64332 -2.09648  -0.11
C: 1.14223 0.88190 -3.17167  -0.11
Eu: 0.16267 0.28768 1.70181  1.00
H: 0.66046 1.11492 -4.11162  0.43
C: 2.47862 0.74771 -2.79542  -1.14
H: 3.33866 0.88251 -3.41854  0.38
C: 2.45169 0.39696 -1.43392  -0.11
H: -1.64976 0.95578 -3.05544  -0.12
C: -1.64659 -1.07470 2.92302  -1.26
H: -1.67244 -0.61002 3.90866  0.43
H: -1.23575 -2.09500 2.86073  0.22
H: -2.57800 -0.92165 2.35263  0.28
N: -1.55391 1.61889 -0.87856  -0.11
N: -1.54568 -0.78182 -1.56168  -0.07
N: -0.89253 1.51498 0.36437  0.37
N: -1.08601 -1.21822 -0.32828  0.10
C: -2.35940 2.68740 -0.86021  -0.09
C: -2.24371 -1.75177 -2.16989  -0.13
H: -2.91242 2.92594 -1.75898  0.45
H: -2.67758 -1.58251 -3.14927  0.43
C: -2.26119 3.33442 0.37610  -1.06
C: -2.27345 -2.85938 -1.32157  -1.12
C: -1.33114 2.58305 1.11192  -0.14
C: -1.54424 -2.46687 -0.17940  -0.19
H: -2.78554 4.23644 0.66623  0.39
H: -2.75777 -3.80007 -1.48410  0.39
H: -0.91203 2.77974 2.10646  0.33
H: -1.35492 -3.00760 0.74204  0.39
H: 1.46043 1.61969 0.96218  0.13
C: 4.00223 -1.45888 2.60874  -1.13
C: 2.68858 -0.79791 2.32525  0.97
O: 2.60724 0.48404 2.20330  -0.72
O: 1.65011 -1.53622 2.23862  -0.74
H: 4.84439 -0.93003 2.17700  0.33
H: 3.96533 -2.49084 2.24048  0.32
H: 4.15542 -1.49226 3.69806  0.31

Atoms 1-2, force components in eV/Å:
-0.19 0.07 0.03
0.24 0.08 -0.25

***

# 5
This record from the OMol25 dataset describes a 2-piece molecular cluster, C5H7NO3S overall. The level of theory is ωB97M-V with the def2-TZVPD basis set.

The LUMO energy is -1.39 eV. Its multiplicity is 1. The calculation puts the electronic energy at -23760.6973 eV. The value obtained for the energy above the lowest of the compared OMol25 structures with the same formula, charge and spin is 110.08 kcal/mol. The calculation puts the orbital gap at 0.3046 Ha.

Last column: natural (NBO) charge in e.
Positions of all 17 atoms, in Å:
C: 2.66814 0.03376 0.27221  -0.22
C: 1.42285 -0.29771 0.90946  0.03
C: 0.47635 0.10272 -0.03711  0.01
C: -0.41922 1.10605 0.70835  -0.59
C: -0.23770 -1.17429 -0.53793  -0.61
N: 2.45999 0.69274 -0.85039  0.08
O: -0.80211 -0.94078 2.80135  -0.91
O: 0.38674 -2.82592 1.92619  -0.90
O: 1.21273 0.79564 -1.16104  -0.25
S: 0.39660 -1.67937 2.81475  1.71
H: 3.72471 -0.07377 0.43438  0.23
H: -0.94176 1.73394 0.03579  0.23
H: 0.28289 1.65812 1.47568  0.23
H: -1.27221 0.67760 1.18014  0.26
H: -1.20247 -1.08559 -1.17521  0.23
H: -0.59080 -1.67810 0.33640  0.26
H: 0.34189 -1.80123 -1.22487  0.24

Atoms 1-2, force components in eV/Å:
-0.92 0.47 -0.20
3.03 -0.92 0.69

***

# 6
This record from the OMol25 dataset describes a 3-piece molecular cluster, C3H12O3S overall. The level of theory is ωB97M-V with the def2-TZVPD basis set.

The LUMO energy is 0.67 eV. Its multiplicity is 1. The calculation puts the electronic energy at -20283.3526 eV. The structure (SMILES) is OCCCS.O.O. The value obtained for the energy above the lowest of the compared OMol25 structures with the same formula, charge and spin is 0.73 kcal/mol. The calculation puts the orbital gap at 0.3615 Ha.

Last column: natural (NBO) charge in e.
Positions of all 19 atoms, in Å:
O: -0.61496 1.57479 0.45996  -0.77
C: -1.78428 0.78259 0.60911  -0.05
C: -1.54738 -0.65297 0.16094  -0.44
C: -0.38482 -1.31326 0.88600  -0.50
S: 0.28961 -2.66673 -0.14816  -0.07
H: -0.31053 1.43145 -0.45563  0.49
H: -2.55335 1.22746 -0.03258  0.17
H: -2.10916 0.90294 1.64175  0.18
H: -1.34344 -0.60992 -0.90040  0.21
H: -2.45184 -1.20799 0.38499  0.22
H: 0.43908 -0.63608 1.11325  0.22
H: -0.68165 -1.71997 1.83434  0.21
H: 1.03126 -3.21949 0.81506  0.12
O: 0.90810 1.10756 -1.81705  -0.97
H: 1.29715 0.24553 -2.00315  0.48
H: 1.65685 1.65915 -1.54015  0.50
O: 1.91632 2.95762 0.20334  -0.97
H: 2.43316 3.00834 1.01180  0.47
H: 1.17968 2.36742 0.41432  0.49

Atoms 1-2, force components in eV/Å:
0.14 -0.03 -0.15
0.09 0.58 -0.36